1.
Below is a molecular structure, C27H33CrF2I2N4O3Si, with properties calculated with ωB97M-V with the def2-TZVPD basis set.

XYZ file:
```
73
Properties=species:S:1:pos:R:3:forces:R:3:mulliken_spin:R:1
Cr 1.161568 -2.288602 -2.804829 0.876 0.616 0.941 1.314
F -0.582662 -0.279154 3.330770 -0.132 0.121 0.072 0.000
C -1.012191 0.280285 2.179989 0.153 -0.072 -0.030 0.000
C -0.635032 -0.315103 1.011357 -0.056 -0.031 0.030 0.003
C -0.964393 0.265160 -0.216663 -0.109 0.070 0.066 -0.026
C -0.522973 -0.342160 -1.457116 -0.139 0.256 -0.185 -0.033
O -0.025997 -1.502545 -1.444977 -0.037 -0.158 -0.017 0.012
C -0.711038 0.435448 -2.629601 0.183 -0.345 0.036 0.046
C -1.478216 1.564019 -2.570142 -0.035 0.018 0.079 0.004
N -2.002944 2.058757 -1.436577 -0.065 -0.024 -0.198 0.001
C -2.857203 3.228849 -1.496547 -0.004 0.168 0.015 0.000
C -3.912215 3.296726 -2.556235 -0.028 -0.008 -0.111 0.000
C -4.305710 3.084583 -1.128483 -0.070 -0.047 0.090 0.000
C -1.694235 1.465786 -0.222671 0.184 -0.241 0.078 -0.002
C -2.102373 2.029365 0.989308 -0.158 0.117 0.110 0.000
C -1.781440 1.461369 2.213825 0.091 -0.123 -0.293 0.000
N -2.239230 2.063728 3.398896 -0.137 0.060 0.225 0.000
C -2.288961 1.331091 4.654996 -0.022 0.143 -0.084 0.000
C -3.386049 1.904068 5.542239 0.048 -0.444 -0.121 0.000
N -3.123654 3.359141 5.781687 -0.009 0.001 0.050 0.000
C -3.059260 4.098689 4.481957 0.141 0.180 -0.397 0.000
C -1.975527 3.476102 3.614003 0.020 -0.094 0.085 0.000
C -0.142351 0.030092 -3.965576 -0.325 0.502 0.072 -0.007
O -0.601427 0.496228 -4.982619 0.131 -0.110 0.080 0.002
O 0.881323 -0.778469 -3.907617 0.262 -0.492 0.149 0.025
H -0.049012 -1.225227 1.033357 0.014 0.010 0.020 0.000
H -1.697346 2.094701 -3.487605 -0.017 0.022 0.021 0.000
H -2.346112 4.146724 -1.231461 -0.003 -0.011 0.005 0.000
H -4.014283 2.459008 -3.232805 0.014 -0.031 0.052 0.000
H -4.101969 4.256114 -3.014783 0.056 0.023 0.041 0.000
H -4.653618 2.098336 -0.849662 0.048 -0.015 -0.036 0.000
H -4.775656 3.894590 -0.587656 0.033 0.029 -0.031 0.000
H -2.714740 2.919115 0.969475 -0.011 -0.015 0.005 0.000
H -1.328609 1.366818 5.190176 -0.008 -0.056 -0.001 0.000
H -2.531406 0.289077 4.477691 0.021 -0.068 -0.009 0.000
H -3.414484 1.381143 6.496489 0.018 0.131 0.066 0.000
H -4.358173 1.818779 5.060117 -0.014 0.105 0.006 0.000
H -2.225932 3.455674 6.263514 -0.014 0.045 0.064 0.000
H -3.835119 3.761045 6.393432 -0.025 0.008 0.011 0.000
H -2.844626 5.147949 4.676558 0.000 -0.027 0.124 0.000
H -4.034924 4.015150 4.006703 -0.038 -0.055 0.080 0.000
H -0.998460 3.619843 4.104041 0.020 0.034 -0.048 0.000
H -1.946439 4.009415 2.668254 0.017 0.025 0.011 0.000
C 4.077578 -0.347353 -3.335350 -0.021 -0.243 0.233 0.000
Si 4.100362 -1.259931 -1.692908 0.550 0.168 -0.181 0.020
C 5.573209 -2.435608 -1.684846 -0.248 0.284 0.160 -0.002
C 4.178779 0.032516 -0.316772 -0.054 -0.329 -0.139 -0.011
N 2.624123 -2.254429 -1.521455 -0.781 0.092 -1.539 -0.230
C 2.432551 -3.108076 -0.463303 -0.189 -0.490 0.739 -0.020
C 3.148967 -3.137268 0.749550 -0.073 0.166 -0.256 -0.055
C 2.827947 -4.037388 1.747509 -0.015 -0.085 0.113 0.026
C 1.798977 -4.961306 1.591642 0.027 0.066 -0.053 -0.060
C 1.100717 -5.005818 0.391765 -0.046 -0.071 -0.016 0.033
C 1.453027 -4.100620 -0.570022 0.279 0.247 0.053 -0.021
F 0.837689 -4.158095 -1.811571 -0.237 0.119 -0.123 -0.003
H 4.676433 0.561942 -3.246225 0.029 -0.039 0.054 0.000
H 3.080870 -0.058234 -3.654294 -0.097 0.069 -0.051 0.002
H 4.524697 -0.948137 -4.129561 -0.016 0.011 -0.016 0.001
H 6.491326 -1.862597 -1.832378 0.019 -0.019 -0.001 0.000
H 5.499071 -3.151451 -2.506831 -0.016 -0.003 -0.007 -0.001
H 5.675434 -2.999988 -0.756872 0.015 -0.003 -0.031 0.001
H 5.023317 0.696070 -0.513618 -0.009 0.012 -0.044 -0.001
H 4.324694 -0.387647 0.677640 -0.013 0.016 0.012 0.000
H 3.271795 0.641015 -0.295655 -0.005 0.002 -0.043 0.000
H 3.965292 -2.445819 0.894812 -0.024 0.026 0.053 -0.003
H 3.399384 -4.022828 2.666134 -0.016 -0.013 0.000 0.000
H 1.555840 -5.653632 2.384617 0.016 -0.021 -0.009 -0.003
H 0.320957 -5.728117 0.191381 0.013 -0.012 0.040 0.001
I 2.777977 -3.592111 -4.666578 -0.413 -0.069 -0.330 -0.008
C 1.056302 -4.073339 -5.874444 0.096 0.137 0.187 -0.001
I -0.747357 -3.426748 -4.920160 0.399 -0.289 -0.003 -0.002
H 1.022268 -5.148109 -5.996361 -0.010 -0.006 0.045 0.000
H 1.160890 -3.558594 -6.821075 -0.028 0.060 0.029 0.000
```
Forces are in eV/Å.

The spin multiplicity is 2. For the LUMO energy (spin up / spin down), the calculation gives -5.99 / -5.05 eV. The total charge is +2. The calculation puts the total energy at -3622.02616 Eh. Its HOMO energy (spin up / spin down) is -12.2 / -12.5 eV. The value obtained for the largest force on an atom is 1.73 eV/A.



2.
Below is a molecular structure, C27H33FN5O4SSc, with properties calculated with ωB97M-V with the def2-TZVPD basis set.

XYZ file:
```
72
Properties=species:S:1:pos:R:3:forces:R:3:mulliken_charge:R:1
Sc 0.646044 0.079318 0.105431 -0.406 -0.493 0.050 0.446
C -2.089798 4.873022 -5.388720 -0.025 -0.002 -0.040 -1.458
C -1.141131 4.268196 -4.389241 0.011 -0.028 0.024 1.047
C -0.090217 5.016470 -3.867055 -0.038 -0.006 -0.017 -0.697
C 0.764348 4.473558 -2.921161 0.084 0.062 0.043 -0.314
C 0.577509 3.170961 -2.486610 0.012 -0.108 0.044 -0.368
C -0.460955 2.406093 -3.001056 0.053 0.035 0.037 -0.383
C -1.308815 2.959383 -3.947801 -0.015 0.029 -0.017 -0.969
S 1.653778 2.488102 -1.228334 -0.015 -0.343 -0.198 1.638
O 2.915003 3.184067 -1.364107 -0.062 0.062 -0.075 -0.791
O 1.743913 1.033576 -1.563401 0.233 0.330 -0.002 -0.727
N 0.970107 2.561689 0.140609 -0.022 -0.130 0.171 -0.461
C -0.293367 3.209893 0.382210 -0.107 0.109 0.032 -0.818
C -1.514785 2.317878 0.068088 -0.056 0.262 -0.175 0.824
O -2.635212 2.826683 0.106576 0.038 -0.055 0.079 -0.832
O -1.254531 1.096326 -0.224290 0.083 0.077 0.059 -0.218
H -1.562923 5.513864 -6.098077 0.002 0.009 0.001 0.376
H -2.847533 5.484206 -4.891964 0.007 -0.004 0.015 0.278
H -2.610579 4.098484 -5.952565 -0.004 0.000 -0.002 0.356
H 0.060809 6.036453 -4.205436 0.001 0.002 -0.005 0.341
H 1.591147 5.046819 -2.521350 0.004 -0.018 0.006 0.438
H -0.602647 1.391984 -2.653526 0.002 -0.018 -0.002 0.606
H -2.121224 2.359908 -4.342547 -0.009 0.009 -0.011 0.303
H -0.419578 4.155086 -0.159455 -0.049 -0.052 -0.001 0.236
H -0.353584 3.458250 1.446080 0.001 0.016 -0.012 0.376
C -1.028618 -4.472545 1.627459 0.035 -0.076 -0.058 -1.246
N -1.108836 -3.161615 2.257330 0.068 0.053 -0.116 0.136
C 0.024791 -2.893088 3.112282 0.056 0.091 0.070 -0.841
C -1.663875 -2.091561 1.592699 -0.415 0.073 0.085 0.421
N -1.234572 -0.888797 1.745756 0.241 -0.110 0.041 -0.616
N -2.774974 -2.429388 0.807642 0.081 -0.012 -0.001 0.545
C -3.193242 -1.458611 -0.182005 0.092 -0.081 -0.032 -1.226
C -3.860038 -3.149711 1.430908 -0.014 -0.012 0.042 -1.254
H -0.047291 -4.626775 1.167446 -0.013 0.001 0.051 0.344
H -1.763154 -4.574056 0.836732 -0.021 0.029 0.002 0.451
H -1.193853 -5.246381 2.385675 -0.012 -0.004 -0.011 0.334
H 0.134663 -3.724226 3.813678 -0.008 0.002 0.026 0.369
H -0.126885 -1.963448 3.657283 -0.016 -0.021 -0.026 0.358
H 0.944225 -2.802385 2.529108 0.071 0.012 -0.039 0.170
H -1.867367 -0.232624 1.300775 -0.045 0.039 0.004 0.203
H -3.714791 -0.593216 0.252608 0.034 0.009 -0.031 0.383
H -3.872852 -1.955929 -0.878504 -0.004 -0.005 -0.005 0.376
H -2.314109 -1.114555 -0.727633 -0.076 0.078 0.033 0.183
H -3.482819 -3.795353 2.220184 -0.009 0.001 0.002 0.419
H -4.374494 -3.770168 0.690435 0.000 0.002 -0.001 0.300
H -4.602280 -2.465443 1.873348 0.015 0.005 -0.013 0.336
N 0.512639 -1.678735 -0.650961 0.229 0.271 0.139 -0.538
C 0.664045 -2.956644 -0.906708 -0.055 -0.051 -0.187 0.048
C 1.810591 -3.721854 -0.478049 -0.058 0.088 0.076 -0.274
C 1.916754 -5.079709 -0.682222 0.026 -0.067 -0.018 -0.414
C 0.925102 -5.806526 -1.350666 0.067 -0.101 -0.005 -0.507
C -0.173969 -5.092069 -1.833936 -0.085 -0.017 -0.009 -0.419
C -0.305989 -3.735316 -1.635161 -0.007 -0.020 -0.019 -0.187
H 2.591696 -3.182503 0.048921 -0.007 0.007 -0.008 0.259
H 2.800773 -5.593507 -0.309758 -0.016 -0.025 -0.013 0.297
H 1.018341 -6.874288 -1.513657 0.009 0.010 0.011 0.322
H -0.957490 -5.618497 -2.377032 0.025 -0.009 0.007 0.291
H -1.179903 -3.214925 -2.013486 0.002 0.045 0.011 0.229
F 3.949038 4.668364 4.288243 -0.005 -0.007 -0.001 -0.388
C 3.529264 3.494859 3.700529 -0.028 0.000 0.035 0.535
C 4.139682 3.063612 2.540163 -0.015 0.040 0.050 -0.785
C 3.715451 1.883330 1.956160 -0.010 -0.018 0.047 -0.224
C 2.681139 1.099824 2.504853 0.013 0.116 0.038 0.827
C 2.198089 -0.108249 1.858951 0.090 -0.072 -0.136 -1.417
C 2.093069 1.595626 3.685684 0.030 -0.056 -0.080 -0.226
C 2.503842 2.778755 4.281614 0.085 0.096 -0.027 -0.660
H 4.921569 3.660144 2.086673 0.003 0.012 0.006 0.375
H 4.170177 1.572604 1.022853 -0.018 -0.028 -0.011 0.307
H 1.682869 -0.761494 2.557851 -0.065 -0.101 0.056 0.184
H 2.982592 -0.672360 1.341118 0.011 0.074 0.018 0.290
H 1.281802 1.033564 4.136263 -0.008 -0.012 -0.012 0.315
H 2.033452 3.145627 5.186224 0.008 0.012 0.006 0.384
```
Forces are in eV/Å.

For the LUMO energy, the calculation gives 4.26 eV. The total charge is -2. The calculation puts the total energy at -2882.31221 Eh. The calculation puts the energy above the lowest of the compared OMol25 structures with the same formula, charge and spin at 24.8 kJ/mol. Its HOMO energy is -0.6 eV. The value obtained for the largest force on an atom is 0.64 eV/A.



3.
Below is a molecular structure, C27H33IN5OS2V, with properties calculated with ωB97M-V with the def2-TZVPD basis set.

XYZ file:
```
70
Properties=species:S:1:pos:R:3:forces:R:3:mulliken_spin:R:1
V -0.253522 0.400642 0.383445 -1.993 0.923 1.038 1.949
S -1.944066 0.841283 1.793240 -1.130 0.574 0.249 -0.091
C -0.976613 0.092347 3.028230 0.138 -0.159 0.363 0.021
S 0.311959 -0.791016 2.307486 0.392 -0.496 0.645 -0.025
C -1.221033 0.287812 4.362245 0.120 -0.087 -0.991 0.018
C -0.399755 -0.229612 5.379007 0.478 -0.308 0.273 0.000
N 0.270536 -0.622003 6.224458 0.189 -0.154 0.226 0.000
C -2.295494 1.102705 4.766217 -0.547 0.377 0.094 0.002
N -3.171028 1.780749 5.072493 -0.209 0.153 0.099 0.001
C -2.864494 -1.028462 -2.623658 0.114 0.187 0.229 0.001
C -2.492084 -1.432648 -1.194632 -0.104 -0.088 -0.055 -0.005
C -3.723103 -1.821045 -0.375827 0.235 0.156 0.054 0.003
C -1.485988 -2.557041 -1.243504 0.273 0.232 0.122 -0.033
C -1.892208 -3.833460 -1.602150 0.136 0.021 0.045 0.004
C -0.980520 -4.871407 -1.661894 0.048 -0.010 0.022 -0.003
C 0.333520 -4.652375 -1.293401 -0.031 0.030 -0.082 0.003
C 0.783482 -3.391320 -0.925744 -0.143 0.493 0.044 0.005
C 2.199765 -3.226710 -0.418766 0.176 -0.135 0.021 0.007
C 3.219089 -3.532709 -1.518219 -0.061 0.194 0.172 0.001
C 2.435073 -4.156079 0.775884 -0.027 0.243 -0.025 0.000
C -0.127556 -2.318131 -0.976560 -0.410 -1.392 -0.323 0.026
N 0.295983 -1.007135 -0.762882 0.617 -0.800 -1.239 -0.057
C 1.317436 -0.516017 -1.413532 0.173 -0.061 -0.328 0.085
C 1.840446 0.726279 -1.034571 0.838 0.113 -0.692 0.017
C 2.946981 1.444851 -1.523090 -0.306 -0.264 0.084 0.027
C 3.093769 2.543009 -0.695046 -0.051 -0.081 -0.067 0.009
C 2.068338 2.479495 0.269054 0.359 0.252 -0.047 0.021
N 1.329605 1.387435 0.061206 1.176 1.077 0.209 -0.023
C 1.764243 3.463214 1.367144 -0.188 0.030 0.091 0.013
C 0.453436 4.182780 1.011047 0.073 -0.130 -0.045 -0.003
C 2.888790 4.488609 1.521805 -0.171 -0.216 -0.131 0.001
C 1.582489 2.711759 2.688787 -0.084 -0.014 -0.205 -0.008
H -3.633548 -0.259670 -2.618193 -0.056 0.095 -0.051 0.000
H -3.246190 -1.889371 -3.169380 -0.024 -0.078 -0.043 0.000
H -1.987254 -0.650607 -3.149941 0.024 0.013 -0.092 -0.001
H -2.030829 -0.565137 -0.685965 -0.343 -0.290 -0.308 0.016
H -4.295064 -2.605053 -0.864721 -0.064 -0.104 -0.055 0.000
H -4.374493 -0.959907 -0.245618 -0.072 0.073 0.024 -0.001
H -3.415196 -2.172356 0.607917 -0.080 -0.025 0.072 0.001
H -2.928082 -4.016193 -1.845808 -0.092 -0.010 -0.016 0.000
H -1.295023 -5.855863 -1.974110 -0.052 -0.092 0.011 0.000
H 1.030107 -5.477638 -1.295493 0.044 -0.096 0.032 0.000
H 2.354230 -2.199290 -0.065644 -0.056 -0.208 -0.079 0.006
H 3.083339 -4.549696 -1.877782 0.042 -0.110 -0.087 0.000
H 4.229857 -3.436257 -1.128029 0.124 -0.014 -0.010 0.000
H 3.110888 -2.857070 -2.364811 0.025 0.017 -0.123 0.001
H 2.371101 -5.197243 0.471100 0.002 -0.146 0.016 0.000
H 1.697900 -3.974443 1.554557 -0.049 -0.018 0.092 0.000
H 3.425158 -3.981977 1.191229 0.100 -0.017 0.062 0.000
H 1.766695 -1.069020 -2.238166 -0.003 0.000 0.123 -0.006
H 3.553093 1.149223 -2.359591 0.150 -0.010 -0.102 0.001
H 3.858011 3.291860 -0.766933 0.080 0.168 0.037 0.002
H 0.553977 4.715586 0.064775 -0.014 0.043 -0.058 0.000
H 0.197565 4.899282 1.789007 -0.085 0.057 0.083 0.000
H -0.360549 3.456111 0.919434 0.010 0.111 0.058 0.007
H 2.971084 5.122166 0.642796 0.037 0.112 -0.131 0.000
H 3.843898 3.995229 1.681365 0.135 -0.040 0.070 0.000
H 2.677700 5.118729 2.381927 0.008 0.104 0.067 0.000
H 0.720651 2.047104 2.628349 0.073 -0.035 0.125 0.003
H 1.412199 3.413419 3.500876 -0.051 0.106 0.106 0.000
H 2.464847 2.119585 2.918353 0.049 -0.112 0.070 -0.002
N -2.043806 2.779702 -2.964569 0.232 -0.062 0.129 0.003
C -1.956805 2.401449 -1.675139 -0.432 0.291 -0.474 0.000
O -1.077657 1.631422 -1.309139 0.282 -0.457 0.342 0.013
C -2.989385 2.982314 -0.750390 -0.304 -0.145 0.129 -0.002
I -4.925755 2.144811 -1.219560 0.267 0.220 0.180 0.001
H -1.402189 2.372556 -3.624270 0.026 -0.002 0.002 -0.001
H -2.799637 3.342271 -3.314469 -0.039 -0.025 0.115 -0.001
H -3.088305 4.057045 -0.880494 0.022 -0.039 0.015 0.000
H -2.780010 2.731129 0.288260 -0.002 0.065 -0.177 -0.002
```
Forces are in eV/Å.

The spin multiplicity is 3. For the LUMO energy (spin up / spin down), the calculation gives -0.70 / -0.68 eV. The total charge is 0. The calculation puts the total energy at -3435.82395 Eh. The calculation puts the energy above the lowest of the compared OMol25 structures with the same formula, charge and spin at 0.0 kJ/mol. Its HOMO energy (spin up / spin down) is -7.8 / -8.2 eV. The value obtained for the largest force on an atom is 2.43 eV/A.